The following is a quantum chemistry calculation of C5H11NO in the gas phase, from the OMol25 dataset.

The geometry in XYZ format:
```
18
Properties=species:S:1:pos:R:3:forces:R:3:lowdin_charge:R:1
C 1.704286 0.439767 -1.284708 0.035 0.027 -0.058 -0.0564
C 0.971816 -0.480145 -0.347180 -0.038 -0.007 -0.244 -0.3638
C 1.409586 -0.695851 1.052668 0.088 -0.043 0.123 -0.0976
N 0.281272 0.180917 0.738157 -0.198 0.106 -0.071 -0.0957
C -1.087471 -0.259889 0.996517 -0.173 0.017 0.105 -0.1824
C -2.054789 0.112926 -0.148012 -0.014 -0.328 0.171 -0.2556
O -2.114340 1.518817 -0.278024 0.210 0.187 -0.162 -0.0720
H 0.998371 0.851795 -2.014664 0.161 -0.010 0.009 0.0733
H 2.512865 -0.064220 -1.823074 -0.117 0.032 0.045 0.0746
H 2.123739 1.270197 -0.707796 -0.020 -0.117 -0.127 0.0819
H 0.397498 -1.284984 -0.811170 0.292 -0.052 0.055 0.1371
H 2.297469 -0.183415 1.423595 -0.187 -0.053 -0.123 0.1057
H 1.258826 -1.678659 1.508395 -0.296 0.290 -0.115 0.1068
H -1.122506 -1.319756 1.301715 -0.163 0.069 -0.390 0.1186
H -1.449205 0.332739 1.840875 0.030 -0.174 0.132 0.1181
H -1.857369 -0.335802 -1.140332 0.356 -0.098 0.474 0.1132
H -3.064366 -0.216364 0.123777 0.177 0.054 0.069 0.1162
H -1.205679 1.811932 -0.430744 -0.143 0.101 0.108 0.0780
```
Forces are in eV/Å.

The value obtained for the largest force on an atom is 0.600 eV Å⁻¹. The SMILES is C[C@H]1CN1CCO. The HOMO energy comes out at -9.3 eV. Its multiplicity is 1. For the energy above the lowest of the compared OMol25 structures with the same formula, charge and spin, the calculation gives 50.1 kcal/mol. The value obtained for the molecular weight is 101.15 g/mol.

---

The following is a quantum chemistry calculation of 4 unconnected molecules or ions with the total composition C4H13NO3 at a distorted geometry, from the OMol25 dataset.

The geometry in XYZ format:
```
21
Properties=species:S:1:pos:R:3:forces:R:3:lowdin_charge:R:1
O -2.083954 -0.357807 1.074307 -0.415 1.827 1.560 0.1168
C -1.418200 -1.283957 1.626929 0.109 -1.568 -1.964 -0.0665
C -0.151914 -1.563382 1.254577 0.618 1.182 1.676 -0.0023
C 0.541873 -0.910042 0.104312 0.407 -1.396 -0.844 -0.1639
C 0.018460 -1.046223 -1.339047 -0.775 -0.989 0.712 -0.2907
N 1.023956 -0.693880 -2.321249 -0.180 0.927 0.559 0.0131
H -1.100068 1.305631 3.102878 0.009 0.024 0.074 0.0616
H -0.515566 0.959434 2.807914 0.085 0.064 0.030 0.0490
H 0.439206 -2.002875 2.052932 0.304 0.214 -0.121 0.1221
H 1.591736 -1.185444 0.199785 -0.031 -0.109 -0.353 0.1296
H 0.433677 0.165858 0.392179 0.072 0.233 0.297 0.1121
H -0.255545 -2.105507 -1.439067 -0.012 0.041 -0.123 0.1105
H -0.900256 -0.456300 -1.361132 0.050 0.078 -0.293 0.0930
H 0.537627 -0.232226 -3.085266 0.050 -0.254 -0.178 0.0726
H 1.456250 0.102646 -1.842704 0.771 0.081 -0.434 0.0215
H -2.937485 -0.222801 1.515195 -0.513 -0.317 -0.705 0.1536
H -0.804823 2.639735 -1.109669 0.057 -0.036 0.029 0.0127
O -0.602415 1.842113 -0.613947 0.213 0.050 -0.094 -0.1720
H 0.447706 1.756479 -0.602276 -0.581 0.408 0.097 -0.0385
H 2.442842 1.918535 0.044615 -0.065 -0.086 0.127 -0.0246
O 1.836893 1.370012 -0.461263 -0.175 -0.377 -0.051 -0.3098
```
Forces are in eV/Å.

The value obtained for the largest force on an atom is 2.515 eV Å⁻¹. The HOMO energy comes out at -8.6 eV. Its multiplicity is 1. For the energy above the lowest of the compared OMol25 structures with the same formula, charge and spin, the calculation gives 217.4 kcal/mol. The value obtained for the molecular weight is 123.15 g/mol.

---

The following is a quantum chemistry calculation of a gas-phase ion, C3H3O3S2 (charge -1) at a distorted geometry, from the OMol25 dataset.

The geometry in XYZ format:
```
11
Properties=species:S:1:pos:R:3:forces:R:3:lowdin_charge:R:1
C -1.794540 -0.070473 0.472047 0.242 -1.360 3.082 -0.5117
C 0.161583 0.991921 -0.232167 0.236 1.265 -0.383 -0.6536
C 0.864419 -0.189482 -0.030835 0.484 -0.264 0.137 -1.0184
O -1.230660 0.809546 -0.243899 0.644 2.438 -2.638 0.0507
O -2.692686 -0.748551 0.100808 -1.709 -0.913 -0.214 0.0583
O 0.545235 2.156812 -0.451614 -0.297 -1.250 0.698 -0.0457
S 2.631181 0.044186 -0.024377 0.558 0.577 0.153 0.6033
S 0.424873 -1.667692 -0.866275 -0.059 -0.060 -1.077 0.6549
H -1.385660 -0.095206 1.524129 -0.239 -0.229 -0.590 0.1563
H 2.568580 1.405772 -0.165317 0.038 -0.682 0.035 -0.1327
H -0.092330 -2.636829 -0.082500 0.104 0.478 0.798 -0.1614
```
Forces are in eV/Å.

The value obtained for the largest force on an atom is 3.649 eV Å⁻¹. The SMILES is O=COC([O-])=C(S)S. The HOMO energy comes out at -3.3 eV. Its multiplicity is 1. For the energy above the lowest of the compared OMol25 structures with the same formula, charge and spin, the calculation gives 12.7 kcal/mol. Its total charge is -1. The value obtained for the molecular weight is 151.19 g/mol.